DFT (ωB97M-V with the def2-TZVPD basis set) results for a cluster of 11 separate species, C6H35NO11 in total at a distorted geometry.

Summary:
Lowest unoccupied orbital energy, Ha: 0.003
Energy relative to the best compared isomer or geometry (same formula, charge and spin), eV: 3.501

```
! wB97M-V def2-TZVPD RIJCOSX def2/J DEFGRID3
* xyz 0 1
C 2.62 -1.41 2.26
C 1.99 -1.80 0.82
N 1.40 -0.59 0.34
C 2.31 0.29 -0.43
C 0.06 -0.64 -0.23
C -0.17 -1.53 -1.49
C -0.94 -1.04 0.83
O -1.67 0.21 1.28
H 2.58 -2.23 2.96
H 2.36 -0.45 2.67
H 3.68 -1.12 2.09
H 1.24 -2.53 1.15
H 2.79 -2.22 0.16
H 2.63 1.09 0.25
H 3.20 -0.22 -0.76
H 1.73 0.87 -1.20
H -0.37 0.35 -0.44
H -1.14 -1.52 -1.94
H -0.11 -2.52 -1.03
H 0.70 -1.55 -2.17
H -1.76 -1.59 0.41
H -0.58 -1.45 1.77
H -2.13 -0.03 2.09
O -2.76 -3.70 -0.04
H -2.01 -4.31 0.00
H -3.32 -3.99 -0.77
O -3.63 2.22 -3.16
H -3.92 3.01 -2.69
H -3.25 1.81 -2.32
O 1.10 2.64 4.73
H 1.78 3.00 4.14
H 0.89 1.74 4.47
O 0.92 -1.28 -4.30
H 0.11 -0.78 -4.12
H 1.58 -0.63 -4.56
O -2.76 1.79 -0.80
H -2.68 1.13 -0.09
H -2.23 2.56 -0.52
O 0.40 1.75 1.93
H 0.87 1.01 1.51
H -0.52 1.49 1.73
O 0.86 -4.90 0.61
H 0.44 -4.35 1.27
H 0.91 -4.39 -0.20
O -0.80 3.57 -0.16
H -0.24 3.82 0.58
H -0.88 4.28 -0.80
O -1.59 0.50 -4.26
H -2.16 1.21 -4.56
H -1.74 0.34 -3.33
O 1.19 4.29 2.14
H 2.11 4.42 1.93
H 0.90 3.37 2.27
*
```